DFT (ωB97M-V/def2-TZVPD) results for a 2-piece molecular cluster, C17H24N3O overall.

Geometry as XYZ:
```
45
Properties=species:S:1:pos:R:3:mulliken_charge:R:1
O 2.316 0.728 1.906 -0.324
N 6.510 -2.266 1.935 -0.644
N 5.061 -3.215 3.318 0.240
N 2.641 -1.930 4.566 -0.151
C 1.748 -1.259 5.505 -0.542
C 3.150 -2.928 6.654 -0.682
C -2.140 -0.901 1.386 -0.667
C 5.408 -2.651 1.204 -0.831
C -1.762 1.496 1.407 -0.627
C 4.487 -3.234 2.064 -0.016
C 4.443 -3.664 4.578 -1.326
C 0.106 -0.027 1.667 0.567
C 6.294 -2.612 3.198 -0.047
C 3.688 0.591 1.477 -0.655
C -4.125 0.653 1.312 -1.358
C 1.483 -0.284 1.901 0.162
C -0.403 1.307 1.559 -0.702
C -0.781 -1.126 1.531 -0.554
C 3.739 -2.519 5.298 0.493
C 2.009 -1.923 6.879 -0.592
C -2.650 0.408 1.370 1.056
H 3.781 -0.092 0.617 0.331
H -4.654 0.223 2.171 0.337
H 0.698 -1.354 5.195 0.376
H 2.896 -1.368 3.760 -0.038
H 1.886 -1.308 1.955 0.482
H 4.505 -1.732 5.484 0.214
H 3.727 -4.465 4.343 0.410
H 2.771 -3.959 6.608 0.356
H 1.113 -2.405 7.272 0.289
H 5.311 -2.509 0.133 0.458
H 6.945 -2.489 4.057 0.395
H -4.311 1.729 1.290 0.351
H 3.997 1.603 1.199 0.310
H 4.292 0.232 2.320 0.294
H -2.182 2.503 1.341 0.309
H -0.355 -2.131 1.571 0.436
H 2.334 -1.162 7.594 0.254
H 1.969 -0.179 5.558 0.261
H 0.283 2.150 1.630 0.456
H 3.922 -2.874 7.428 0.370
H 3.514 -3.653 1.868 0.492
H 5.239 -4.040 5.238 0.290
H -4.554 0.203 0.411 0.353
H -2.844 -1.736 1.309 0.418
```

- relative energy (zero: lowest compared OMol25 entry of this formula, charge and spin) (eV) = 0.000
- spin multiplicity = 1
- HOMO-LUMO gap (eV) = 5.8906
- net charge = +1
- electronic energy (Eh) = -901.4071